No. 1
DFT (the ωB97M-V functional and the def2-TZVPD basis) results for a structure of composition C27H39O2OsS5Si at a distorted geometry.

Geometry as XYZ:
```
75
Properties=species:S:1:pos:R:3
H 2.652 4.842 3.129
C -0.983 -0.941 3.053
S -2.958 -1.037 -1.555
O -1.861 -0.204 -0.873
C -2.354 -1.618 -3.191
S -3.525 0.243 3.138
H 1.685 -1.561 -4.235
H -2.270 -0.637 1.325
H -1.605 1.440 3.866
H 5.555 4.874 -0.018
C 4.797 4.132 -0.270
H 4.534 -4.472 -2.789
H -2.766 -0.914 -3.916
C 3.388 -4.447 -0.975
H -4.003 0.634 0.818
H -5.054 -2.768 -0.768
H -2.968 -5.876 1.318
H -0.463 -1.848 2.746
C -4.130 -3.204 -0.403
C 3.447 -2.645 -2.567
H 2.194 -4.129 0.779
H 1.784 6.599 0.707
C -2.954 -4.942 0.771
H 3.841 3.544 2.905
C 1.919 3.266 0.338
H -3.569 3.160 2.556
H 2.477 6.326 -0.907
C 1.040 2.418 0.163
H -0.484 0.360 -3.259
H -0.667 -2.577 -4.060
H -1.060 -0.950 4.141
C 2.118 -2.450 -0.551
H 5.168 3.145 0.011
H -2.880 -2.567 -3.304
H 4.627 4.160 -1.346
C -2.348 -0.902 2.375
H 1.478 -1.848 0.082
H -5.084 -4.894 0.514
H -0.013 2.051 4.313
C -3.493 2.616 1.614
H 3.488 6.971 0.397
Si 3.233 4.556 0.696
Os -0.382 1.121 -0.127
S -1.756 2.851 1.054
H -0.770 -2.625 -0.405
C -0.844 -1.770 -3.345
C -1.713 -3.120 -0.200
H 3.716 -5.429 -0.664
H 0.116 3.451 2.296
H 4.331 5.233 2.776
C -2.912 -2.588 -0.656
S 0.142 0.417 2.584
C -4.110 1.222 1.729
C -0.655 1.809 3.464
H -4.068 3.169 0.871
H -0.820 -4.750 0.870
H -2.822 -1.890 2.459
H -0.525 -0.295 -4.884
S 2.070 -0.277 -2.233
C 2.564 -1.940 -1.761
C 3.527 4.529 2.556
H -5.177 1.357 1.935
C 2.675 6.283 0.163
C -1.742 -4.306 0.518
C 3.850 -3.910 -2.169
H -0.393 -2.079 -2.401
H 1.765 0.181 -4.546
C -4.145 -4.394 0.314
H 3.828 -2.219 -3.488
O 0.834 -0.021 -1.366
C 2.528 -3.717 -0.165
C -0.182 -0.493 -3.867
C -0.842 3.053 2.622
H -1.361 3.823 3.195
C 1.338 -0.584 -3.898
```

Relative energy (zero: lowest compared OMol25 entry of this formula, charge and spin), kcal per mole: 10.1
Spin multiplicity: 5
Net charge: +3
Frontier orbital gap (alpha / beta), eV: 8.29 / 3.82
Lowest unoccupied orbital energy (alpha / beta), hartree: -0.3053 / -0.4699
Strongest force on any atom, eV/Å: 1.68
DFT total energy, eV: -97218.0409
Expectation value of S²: 6.057

No. 2
DFT (the ωB97M-V functional and the def2-TZVPD basis) results for a cluster of 7 separate species, C27H40N2O9 in total at a distorted geometry.

Geometry as XYZ:
```
78
Properties=species:S:1:pos:R:3
H -2.903 1.782 -10.562
C 6.338 2.922 -1.070
O -2.016 2.551 -3.049
H -1.681 4.130 -8.031
H 8.129 4.284 -0.800
C -3.523 2.597 -10.188
C 5.165 2.602 -0.464
H 2.848 -6.673 6.883
H -8.083 6.076 2.815
O 7.968 2.410 -2.668
H -6.170 -4.066 2.502
H -2.922 -3.727 1.065
C -7.577 8.323 2.898
H -4.356 2.733 -10.877
H 0.390 -7.083 6.858
C 6.830 4.440 0.842
H 0.593 -0.893 -0.914
N -2.284 2.695 -1.803
C 5.870 -6.758 0.132
C -5.542 -3.787 1.656
H 7.841 -7.114 1.008
C 4.783 3.183 0.708
C 2.923 -6.193 5.907
C -3.340 -4.667 0.704
H -7.793 9.541 4.585
H -1.142 0.998 2.429
N 6.937 2.087 -2.152
H -6.172 -3.803 0.767
H -0.614 4.058 -9.453
H -7.184 6.755 1.508
O 5.060 -6.981 -0.825
H 3.910 2.765 1.187
C -0.183 0.077 0.775
O 6.358 1.010 -2.462
H -3.635 -4.588 -0.343
C -2.683 3.826 -9.901
C 1.554 -6.258 5.212
H 6.836 -8.521 0.672
H -8.844 7.137 1.679
H -9.068 8.215 4.444
C -1.003 1.014 1.358
H 7.401 5.285 1.196
C 5.566 4.073 1.325
C -8.454 8.962 3.941
C -0.022 -0.068 -0.587
H -2.658 -5.505 0.848
O 1.307 -5.567 4.216
O -3.177 3.289 -1.293
C 7.155 3.988 -0.438
H -4.995 -2.869 1.873
O -4.855 -5.991 1.911
C -0.669 0.839 -1.452
H 3.320 -5.185 6.024
H 0.868 -8.214 5.461
O -3.107 4.962 -10.204
H -0.412 0.817 -2.500
H -1.184 2.631 -8.765
H -0.355 -6.934 5.235
C 0.538 -7.228 5.788
C -4.492 -4.915 1.534
C 7.138 -7.544 0.294
H 5.236 -5.741 1.959
H 4.473 1.975 -1.007
H 7.787 -7.648 -0.576
H -2.221 2.810 0.848
C -1.626 1.956 0.562
H 5.011 -4.897 0.438
H 3.592 -6.797 5.293
H 5.292 4.312 2.342
H -4.067 2.230 -9.317
C -1.511 3.645 -8.992
O -6.547 8.887 2.593
H 6.627 -5.032 1.148
C 5.686 -5.557 0.983
C -1.465 1.894 -0.895
H -9.147 9.672 3.489
C -7.932 7.002 2.261
H 0.285 -0.636 1.436
```

Relative energy (zero: lowest compared OMol25 entry of this formula, charge and spin), kcal per mole: 58.4
Frontier orbital gap, eV: 8.64
Lowest unoccupied orbital energy, hartree: -0.0306
Structure (SMILES): O=[N+]([O-])c1ccccc1.O=[N+]([O-])c1ccccc1.CC(C)=O.CC(C)=O.CC(C)=O.CC(C)=O.CC(C)=O
Strongest force on any atom, eV/Å: 4.42
DFT total energy, eV: -50046.3670

No. 3
DFT (the ωB97M-V functional and the def2-TZVPD basis) results for a structure of composition C27H41BBr36ClF2N3O5P at a distorted geometry.

Geometry as XYZ:
```
117
Properties=species:S:1:pos:R:3
Br 3.150 1.513 2.322
H 1.742 7.117 3.090
C 4.879 10.557 0.874
C -0.260 -4.328 0.041
Br -1.886 -3.762 -8.735
Br 6.609 -2.728 -2.434
H 1.635 -6.937 -1.645
C 0.107 -5.242 -1.268
Br 6.454 9.520 1.355
Br -4.735 3.396 0.216
C 1.295 -2.077 6.636
Br 3.631 8.966 4.799
N -0.276 -3.012 3.168
H 1.908 -2.726 -0.641
Br 0.859 -2.203 -8.087
C -2.996 1.850 -3.050
C -0.005 -3.936 -8.266
Br 0.247 -5.038 -6.683
C -0.784 -1.940 -2.615
Br 4.840 3.014 0.025
Br 6.370 1.416 2.368
H -0.344 -1.318 -3.496
B 1.142 0.719 -1.522
H -0.972 -5.002 0.723
C 4.796 2.453 1.887
H -2.346 -0.246 -1.413
H 2.286 0.838 -3.201
H 0.853 -4.756 -2.027
C 0.827 -6.679 -0.805
Br 0.127 8.085 1.452
F -4.354 -2.341 -4.002
Br 1.676 -2.266 8.535
H -3.088 -3.995 -3.539
Br 4.091 -4.375 -3.588
C -2.876 -0.721 -2.347
H 0.310 -2.524 6.462
O 1.336 0.606 -2.978
C 3.039 -0.744 12.059
H 4.815 3.363 2.496
H -6.049 -3.593 -0.720
C 0.304 -0.306 -0.548
C 5.339 -4.166 -2.111
Br 4.409 0.155 13.107
H -0.963 2.438 -3.912
H -1.581 -1.654 -5.268
H -4.129 2.133 -3.142
H -2.383 -4.034 -1.493
C 4.431 3.342 8.365
O -1.344 -2.024 0.825
H -3.218 3.200 -5.737
H -10.141 2.587 0.993
F -0.212 -7.772 -0.887
O -5.385 -3.080 -1.301
Cl -4.421 -0.959 0.713
Br -1.571 4.009 0.207
O -2.427 2.639 -5.467
H 4.113 2.463 8.934
C 0.999 6.650 2.436
H 0.485 -4.454 -9.097
H -1.290 -3.518 -5.115
Br 3.233 9.617 1.309
C 0.038 -1.802 -1.170
H 1.581 -2.731 -2.351
C -0.946 -2.590 2.117
Br 5.950 4.110 9.308
H -1.602 0.360 -4.057
Br -1.534 -8.450 -6.743
C -2.673 0.303 -3.599
C 4.422 7.333 5.501
H -4.041 -0.693 -2.085
Br -8.802 4.524 1.819
Br 4.921 2.723 6.587
Br 6.358 7.467 5.634
Br -3.617 -6.450 -5.312
Br 2.073 0.497 10.913
P -4.029 -2.848 -0.175
Br -9.883 3.854 -1.142
H -3.507 0.088 -4.411
Br 2.918 4.564 8.314
C -2.081 2.835 -4.043
H 1.301 -6.625 0.269
O 1.744 1.934 -0.868
C -0.948 -2.855 -0.321
N 1.470 -2.236 -1.446
C -9.290 3.123 0.561
N -2.317 -2.114 -2.515
Br -3.575 5.856 -1.513
C -2.499 -8.029 -5.107
Br -7.859 1.825 0.333
Br 3.873 5.768 4.487
C -2.391 -2.883 -1.174
H 4.898 11.467 1.483
Br 1.174 -0.210 6.105
H -0.640 0.266 -0.174
C -2.135 -2.675 -5.118
H 4.040 7.205 6.519
H -2.595 1.921 -1.930
C -3.359 4.765 0.083
H 0.988 -0.472 0.417
Br 1.962 5.443 1.253
H 3.553 -1.453 11.401
H 5.916 -5.094 -2.046
Br 2.567 -3.061 5.541
H -2.828 -2.922 -6.058
Br -0.250 5.697 3.583
H -2.065 3.951 -3.693
Br -1.304 -7.877 -3.580
Br 1.834 -1.781 13.180
H -0.492 -3.062 -2.904
H 0.766 -4.202 0.639
H -0.893 -5.587 -1.823
Br 4.418 -3.950 -0.411
Br 4.923 11.118 -0.988
H -3.486 5.429 0.944
C -2.953 -2.821 -3.704
H -3.170 -8.872 -4.906
H 1.781 1.733 0.121
```

Net charge: +1
Frontier orbital gap, eV: 8.83
Lowest unoccupied orbital energy, hartree: -0.0891
Strongest force on any atom, eV/Å: 12.00
DFT total energy, eV: -2592806.6046

What did the first record say?
DFT (the ωB97M-V functional and the def2-TZVPD basis) results for a structure of composition C27H39O2OsS5Si at a distorted geometry.

Geometry as XYZ:
```
75
Properties=species:S:1:pos:R:3
H 2.652 4.842 3.129
C -0.983 -0.941 3.053
S -2.958 -1.037 -1.555
O -1.861 -0.204 -0.873
C -2.354 -1.618 -3.191
S -3.525 0.243 3.138
H 1.685 -1.561 -4.235
H -2.270 -0.637 1.325
H -1.605 1.440 3.866
H 5.555 4.874 -0.018
C 4.797 4.132 -0.270
H 4.534 -4.472 -2.789
H -2.766 -0.914 -3.916
C 3.388 -4.447 -0.975
H -4.003 0.634 0.818
H -5.054 -2.768 -0.768
H -2.968 -5.876 1.318
H -0.463 -1.848 2.746
C -4.130 -3.204 -0.403
C 3.447 -2.645 -2.567
H 2.194 -4.129 0.779
H 1.784 6.599 0.707
C -2.954 -4.942 0.771
H 3.841 3.544 2.905
C 1.919 3.266 0.338
H -3.569 3.160 2.556
H 2.477 6.326 -0.907
C 1.040 2.418 0.163
H -0.484 0.360 -3.259
H -0.667 -2.577 -4.060
H -1.060 -0.950 4.141
C 2.118 -2.450 -0.551
H 5.168 3.145 0.011
H -2.880 -2.567 -3.304
H 4.627 4.160 -1.346
C -2.348 -0.902 2.375
H 1.478 -1.848 0.082
H -5.084 -4.894 0.514
H -0.013 2.051 4.313
C -3.493 2.616 1.614
H 3.488 6.971 0.397
Si 3.233 4.556 0.696
Os -0.382 1.121 -0.127
S -1.756 2.851 1.054
H -0.770 -2.625 -0.405
C -0.844 -1.770 -3.345
C -1.713 -3.120 -0.200
H 3.716 -5.429 -0.664
H 0.116 3.451 2.296
H 4.331 5.233 2.776
C -2.912 -2.588 -0.656
S 0.142 0.417 2.584
C -4.110 1.222 1.729
C -0.655 1.809 3.464
H -4.068 3.169 0.871
H -0.820 -4.750 0.870
H -2.822 -1.890 2.459
H -0.525 -0.295 -4.884
S 2.070 -0.277 -2.233
C 2.564 -1.940 -1.761
C 3.527 4.529 2.556
H -5.177 1.357 1.935
C 2.675 6.283 0.163
C -1.742 -4.306 0.518
C 3.850 -3.910 -2.169
H -0.393 -2.079 -2.401
H 1.765 0.181 -4.546
C -4.145 -4.394 0.314
H 3.828 -2.219 -3.488
O 0.834 -0.021 -1.366
C 2.528 -3.717 -0.165
C -0.182 -0.493 -3.867
C -0.842 3.053 2.622
H -1.361 3.823 3.195
C 1.338 -0.584 -3.898
```

Relative energy (zero: lowest compared OMol25 entry of this formula, charge and spin), kcal per mole: 10.1
Spin multiplicity: 5
Net charge: +3
Frontier orbital gap (alpha / beta), eV: 8.29 / 3.82
Lowest unoccupied orbital energy (alpha / beta), hartree: -0.3053 / -0.4699
Strongest force on any atom, eV/Å: 1.68
DFT total energy, eV: -97218.0409
Expectation value of S²: 6.057

- The highest DFT total energy belongs to which entry?
  C27H40N2O9